--- a ---
A molecular structure, C6H12N2O, computed with ωB97M-V with the def2-TZVPD basis set.

Last column: natural (NBO) charge in e.
CARTESIAN COORDINATES (ANGSTROEM)
C1 1.142 1.083 1.669  -0.621
C2 0.668 -0.246 1.123  0.074
C3 0.566 -0.351 -0.388  -0.385
C4 -0.507 0.563 -0.978  -0.505
C5 -0.831 0.221 -2.387  0.527
N1 -0.607 0.674 -3.516  -0.602
C6 0.980 -1.477 1.887  -0.250
N2 -0.388 -0.951 1.854  -0.600
H1 1.299 1.026 2.755  0.214
H2 2.094 1.374 1.202  0.220
H3 0.410 1.880 1.474  0.210
H4 1.543 -0.112 -0.833  0.217
H5 0.338 -1.392 -0.653  0.224
H6 -1.432 0.487 -0.384  0.243
H7 -0.190 1.617 -0.949  0.245
H8 1.134 -2.421 1.358  0.200
H9 1.547 -1.374 2.816  0.193
H10 -0.597 -0.478 2.731  0.351
O1 -2.440 -0.356 -2.782  -0.879
H11 -2.952 -0.079 -2.015  0.464
H12 -1.779 0.310 -3.983  0.461

Charge   0
Gap between HOMO and LUMO   0.3706 hartree
E_LUMO   0.7 eV

--- b ---
2 unconnected molecules or ions with the total composition C6H12N2O, computed with ωB97M-V with the def2-TZVPD basis set.

Last column: natural (NBO) charge in e.
CARTESIAN COORDINATES (ANGSTROEM)
C1 -2.032 1.023 -1.339  -0.341
C2 -1.131 0.953 -0.350  -0.262
C3 -0.838 -0.319 0.513  0.160
C4 -0.826 -0.123 1.870  -0.620
C5 -1.394 -1.583 -0.094  -0.660
H1 -2.292 0.170 -1.948  0.189
H2 -2.637 1.904 -1.497  0.200
H3 -1.032 1.858 0.245  0.189
H4 -1.438 0.611 2.369  0.199
H5 -0.064 -0.582 2.480  0.214
H6 -1.176 -1.619 -1.161  0.192
H7 -0.891 -2.425 0.376  0.237
H8 -2.476 -1.646 0.012  0.220
N1 2.984 -0.401 -0.878  -0.822
C6 1.878 -0.082 -0.134  0.773
N2 1.920 1.147 0.470  -0.840
O1 1.212 -1.035 0.382  -0.645
H9 2.986 -1.317 -1.299  0.411
H10 3.559 0.328 -1.264  0.381
H11 2.500 1.874 0.085  0.392
H12 1.189 1.265 1.162  0.432

Charge   0
Gap between HOMO and LUMO (spin up / spin down)   0.2751 / 0.2752 hartree
Structure (SMILES)   C=CC(=C)C.NC(N)=O
E_LUMO (spin up / spin down)   0.7 / 0.7 eV

--- c ---
A single C6H12N2O molecule, computed with ωB97M-V with the def2-TZVPD basis set.

Last column: natural (NBO) charge in e.
CARTESIAN COORDINATES (ANGSTROEM)
C1 0.927 1.741 -0.354  -0.422
N1 0.628 0.968 0.865  -0.456
N2 0.078 -0.330 0.604  -0.306
C2 0.752 -1.393 0.228  0.693
C3 2.171 -0.756 -0.243  -0.744
O1 0.473 -2.584 0.148  -0.604
C4 -1.320 -0.433 0.649  -0.066
C5 -2.173 0.579 -0.099  -0.429
C6 -2.236 -1.012 -0.379  -0.407
H1 0.040 1.548 -1.032  0.201
H2 1.802 1.242 -0.848  0.181
H3 0.903 2.867 0.066  0.223
H4 1.289 0.982 1.572  0.372
H5 2.995 -0.631 0.651  0.230
H6 2.114 0.054 -1.003  0.194
H7 2.789 -1.539 -0.841  0.232
H8 -1.470 -0.461 1.733  0.202
H9 -1.812 1.279 -0.875  0.222
H10 -3.040 0.727 0.475  0.216
H11 -1.684 -1.415 -1.243  0.234
H12 -3.226 -1.432 -0.075  0.234

Charge   0
Gap between HOMO and LUMO   0.3689 hartree
Structure (SMILES)   CNN(C(C)=O)C1CC1
E_LUMO   0.9 eV

--- d ---
2 unconnected molecules or ions with the total composition C6H12N2O, computed with ωB97M-V with the def2-TZVPD basis set.

Last column: natural (NBO) charge in e.
CARTESIAN COORDINATES (ANGSTROEM)
C1 -0.740 -1.314 0.466  -0.328
C2 0.705 0.926 -0.048  -0.298
C3 0.639 -1.573 -1.509  -0.468
C4 1.668 0.995 1.117  -0.651
N1 0.536 -1.185 -0.128  -0.266
C5 -1.140 0.189 0.586  0.173
C6 -1.837 0.700 -0.666  0.406
N2 -1.388 0.644 1.781  -0.632
O1 -2.118 0.048 -1.633  -0.511
H1 -1.308 1.662 1.834  0.330
H2 -0.672 -1.683 1.488  0.226
H3 -1.475 -1.851 -0.142  0.204
H4 -2.092 1.775 -0.577  0.120
H5 0.208 1.896 -0.171  0.193
H6 1.188 0.833 -1.018  0.201
H7 1.567 -1.177 -1.930  0.202
H8 -0.201 -1.280 -2.147  0.209
H9 0.722 -2.668 -1.539  0.224
H10 2.287 1.892 1.024  0.214
H11 1.136 1.048 2.066  0.222
H12 2.317 0.125 1.145  0.228

Charge   0
Gap between HOMO and LUMO (spin up / spin down)   0.2934 / 0.3004 hartree
E_LUMO (spin up / spin down)   -0.9 / -0.5 eV

If you had to name the least stable structure above, which would it be? It would be d.